Here is C37H29F6N7O5S5Ti as an isolated structure from the OMol25 dataset. Energies are from the ωB97M-V functional and the def2-TZVPD basis.

Structure (XYZ):
```
90
Properties=species:S:1:pos:R:3:lowdin_charge:R:1
Ti 0.693 -0.124 0.386 0.552
S 2.785 1.263 0.250 0.657
C 4.030 0.115 -0.173 -0.663
C 5.294 0.593 -0.526 -0.073
C 6.331 -0.262 -0.867 -0.205
C 7.606 0.286 -1.233 -0.190
N 8.617 0.750 -1.526 0.146
C 6.113 -1.649 -0.853 -0.205
C 4.863 -2.133 -0.497 -0.069
C 3.813 -1.280 -0.157 -0.662
S 2.269 -1.960 0.293 0.666
C 7.159 -2.566 -1.201 -0.190
N 7.997 -3.306 -1.472 0.147
H 5.464 1.662 -0.534 0.108
H 4.693 -3.202 -0.483 0.110
F -2.755 3.465 0.839 0.139
C -2.856 2.993 -0.402 -0.665
F -4.123 3.108 -0.799 0.146
F -2.088 3.727 -1.207 0.143
S -2.331 1.230 -0.489 0.612
O -0.990 1.286 0.076 -0.374
O -2.438 0.905 -1.876 -0.244
N -3.403 0.460 0.330 -0.274
S -3.441 0.052 1.849 0.613
O -2.336 0.538 2.642 -0.285
O -3.874 -1.297 2.007 -0.243
C -4.873 1.052 2.438 -0.678
F -5.083 0.786 3.728 0.137
F -5.975 0.749 1.755 0.142
F -4.638 2.359 2.309 0.130
O 0.493 0.501 2.401 -0.216
C 1.180 1.318 3.360 -0.205
C 1.266 2.778 2.965 -0.179
C -0.080 3.448 2.673 -0.121
C 0.029 4.508 1.608 -0.287
C -0.492 5.787 1.794 -0.029
C -0.391 6.714 0.771 -0.076
C 0.233 6.341 -0.409 -0.076
C 0.726 5.049 -0.502 -0.141
N 0.628 4.151 0.471 0.129
H -0.454 0.420 2.619 0.052
H 2.185 0.906 3.439 0.121
H 0.669 1.186 4.318 0.132
H 1.905 2.860 2.087 0.037
H 1.776 3.292 3.786 0.121
H -0.509 3.888 3.577 0.118
H -0.795 2.701 2.320 0.090
H -0.974 6.040 2.729 0.109
H -0.792 7.712 0.893 0.102
H 0.339 7.030 -1.236 0.097
H 1.228 4.716 -1.405 0.105
N 0.810 0.891 -6.702 0.085
C -0.052 0.074 -6.071 -0.841
S -1.208 -0.785 -6.859 0.660
C 0.120 0.034 -4.590 -0.230
C 0.486 1.175 -3.881 0.002
C 0.657 1.088 -2.514 -0.121
N 0.497 -0.055 -1.847 -0.029
C 0.144 -1.150 -2.522 -0.088
C -0.067 -1.146 -3.888 0.002
H 0.776 0.931 -7.707 0.095
H 1.614 1.261 -6.225 0.105
H 0.601 2.132 -4.372 0.116
H 0.933 1.949 -1.918 0.090
H 0.031 -2.052 -1.937 0.099
H -0.369 -2.049 -4.399 0.104
N -0.573 -1.512 0.670 -0.028
C -1.124 -2.636 0.821 -0.321
C -1.737 -3.345 -0.350 -0.187
C -2.611 -2.672 -1.199 -0.030
C -3.088 -3.290 -2.346 -0.074
C -2.692 -4.585 -2.657 -0.099
C -1.827 -5.264 -1.809 -0.087
C -1.360 -4.650 -0.655 -0.035
C -1.139 -3.331 2.146 -0.164
C -0.141 -3.049 3.077 -0.024
C -0.156 -3.653 4.324 -0.081
C -1.173 -4.539 4.658 -0.101
C -2.170 -4.823 3.736 -0.086
C -2.149 -4.227 2.484 -0.036
H -2.907 -1.659 -0.963 0.086
H -3.762 -2.753 -3.002 0.106
H -3.056 -5.063 -3.558 0.095
H -1.511 -6.271 -2.049 0.097
H -0.679 -5.175 0.004 0.121
H 0.648 -2.360 2.801 0.082
H 0.630 -3.435 5.036 0.099
H -1.187 -5.007 5.635 0.094
H -2.970 -5.505 3.994 0.097
H -2.935 -4.438 1.770 0.118
```

The spin multiplicity is 2. The HOMO-LUMO gap (alpha / beta) is 6.26 / 6.51 eV. Its charge is -1. The LUMO energy (alpha / beta) is 1.3 / 1.3 eV. The calculation puts the energy relative to the best compared isomer or geometry (same formula, charge and spin) at 0.00 kJ/mol.



Here is C37H29I2N6O3Pb as an isolated structure at a distorted geometry from the OMol25 dataset. Energies are from the ωB97M-V functional and the def2-TZVPD basis.

Structure (XYZ):
```
78
Properties=species:S:1:pos:R:3:lowdin_charge:R:1
Pb 0.335 0.006 0.144 1.457
O 0.245 4.550 -0.261 0.104
C 0.108 3.348 -0.329 -0.446
N 0.731 2.388 0.448 -0.009
C 1.558 2.819 1.463 -0.459
O 2.086 3.902 1.590 0.108
C 1.789 1.786 2.560 -0.200
C 2.454 2.196 3.709 0.020
C 2.694 1.272 4.711 -0.029
C 2.228 -0.026 4.553 -0.038
C 1.533 -0.339 3.398 -0.130
N 1.335 0.540 2.418 -0.016
C -0.922 2.798 -1.302 -0.190
C -1.703 3.703 -2.010 0.021
C -2.669 3.216 -2.875 -0.028
C -2.817 1.842 -3.009 -0.036
C -1.999 1.012 -2.262 -0.142
N -1.077 1.482 -1.425 0.012
H 2.768 3.227 3.784 0.126
H 3.233 1.557 5.605 0.118
H 2.403 -0.783 5.304 0.112
H 1.120 -1.328 3.248 0.094
H -1.536 4.759 -1.853 0.124
H -3.291 3.893 -3.445 0.117
H -3.544 1.416 -3.686 0.111
H -2.078 -0.068 -2.333 0.074
I 3.908 1.909 -6.790 0.843
C 2.907 0.938 -5.239 -0.750
C 1.801 0.134 -5.529 -0.247
C 1.137 -0.446 -4.487 -0.630
I -0.524 -1.670 -4.825 0.876
C 1.519 -0.272 -3.094 -0.492
O 0.852 -0.843 -2.200 -0.296
C 2.692 0.552 -2.855 -0.158
C 3.213 0.903 -1.474 -0.159
N 2.891 -0.053 -0.414 -0.126
C 3.510 -1.368 -0.612 -0.126
C 2.797 -2.508 0.085 -0.242
C 3.344 -3.788 0.036 0.000
C 2.651 -4.841 0.605 -0.040
C 1.438 -4.584 1.233 -0.051
C 0.985 -3.280 1.264 -0.170
N 1.641 -2.266 0.695 0.003
C 3.342 1.121 -3.921 -0.137
H 1.472 -0.016 -6.547 0.081
H 4.297 1.056 -1.557 0.129
H 2.772 1.861 -1.181 0.118
H 3.203 0.336 0.470 0.105
H 3.498 -1.585 -1.683 0.138
H 4.562 -1.367 -0.302 0.139
H 4.296 -3.947 -0.454 0.126
H 3.050 -5.845 0.563 0.116
H 0.856 -5.372 1.688 0.108
H 0.048 -3.023 1.751 0.098
H 4.210 1.742 -3.738 0.099
C -4.346 -2.666 -1.672 0.011
C -4.983 -1.748 -0.842 -0.027
C -4.290 -1.107 0.163 0.034
C -2.898 -1.324 0.324 -0.264
C -2.277 -2.287 -0.512 0.017
C -2.994 -2.947 -1.484 -0.027
N -2.132 -0.543 1.116 0.128
C -2.613 0.166 2.184 -0.263
C -2.118 1.463 2.423 0.027
C -2.553 2.197 3.506 -0.020
C -3.445 1.638 4.416 -0.009
C -3.908 0.342 4.221 -0.037
C -3.526 -0.382 3.108 0.010
H -4.894 -3.159 -2.464 0.130
H -6.032 -1.525 -0.986 0.124
H -4.781 -0.373 0.788 0.127
H -1.230 -2.515 -0.362 0.091
H -2.500 -3.681 -2.107 0.124
H -1.429 1.894 1.710 0.093
H -2.197 3.210 3.642 0.127
H -3.767 2.205 5.279 0.125
H -4.572 -0.105 4.949 0.121
H -3.864 -1.401 2.969 0.129
```

The HOMO-LUMO gap (alpha / beta) is 1.61 / 1.61 eV. Its charge is +1. The LUMO energy (alpha / beta) is -6.9 / -6.9 eV.



Here is C37H29N5O4PPdS as an isolated structure from the OMol25 dataset. Energies are from the ωB97M-V functional and the def2-TZVPD basis.

Structure (XYZ):
```
78
Properties=species:S:1:pos:R:3:lowdin_charge:R:1
Pd -0.108 -0.085 0.279 1.153
N -2.626 -1.774 -2.454 0.230
C -2.226 -3.048 -2.080 -0.157
C -2.685 -4.290 -2.505 0.024
C -2.015 -5.388 -2.016 -0.025
C -0.898 -5.237 -1.176 -0.023
C -0.448 -4.001 -0.764 -0.010
C -1.168 -2.877 -1.181 -0.179
N -0.984 -1.490 -1.000 0.044
C -1.865 -0.895 -1.807 -0.267
C -1.934 0.550 -1.884 -0.298
C -2.538 1.403 -2.750 -0.255
S -2.153 3.014 -2.341 1.207
C -1.214 2.487 -1.044 -0.395
N -1.188 1.180 -0.911 -0.102
H -3.347 -1.554 -3.126 0.193
H -3.506 -4.385 -3.203 0.132
H -2.324 -6.380 -2.315 0.129
H -0.352 -6.119 -0.870 0.129
H 0.471 -3.936 -0.205 0.098
H -3.152 1.178 -3.608 0.108
H -0.683 3.170 -0.399 0.099
O 1.917 -3.283 1.413 0.183
C 1.056 -2.477 1.537 -0.643
O 1.245 -1.191 1.173 -0.188
C -0.294 -2.725 2.182 -0.166
P -1.279 -1.215 2.075 1.130
C -2.979 -1.498 1.640 -0.375
C -3.734 -0.602 0.887 -0.101
C -5.073 -0.867 0.650 -0.040
C -5.653 -2.023 1.159 -0.017
C -4.905 -2.910 1.924 -0.022
C -3.567 -2.652 2.172 -0.055
C -1.145 -0.426 3.649 -0.371
C 0.103 -0.366 4.291 -0.069
C 0.182 0.157 5.566 -0.024
C -0.971 0.620 6.201 -0.005
C -2.206 0.568 5.564 -0.025
C -2.300 0.054 4.282 -0.060
H -0.117 -2.923 3.241 0.131
H -0.819 -3.578 1.754 0.104
H -3.295 0.318 0.524 0.090
H -5.672 -0.167 0.082 0.122
H -6.699 -2.228 0.971 0.130
H -5.365 -3.799 2.332 0.131
H -2.997 -3.347 2.778 0.122
H 1.000 -0.726 3.800 0.118
H 1.134 0.193 6.078 0.129
H -0.905 1.013 7.207 0.132
H -3.095 0.913 6.073 0.129
H -3.263 -0.005 3.790 0.117
O 4.513 -2.539 -5.518 0.153
C 4.766 -1.308 -5.049 -0.467
O 5.571 -0.598 -5.565 0.170
C 3.975 -0.830 -3.849 -0.091
C 2.762 -1.368 -3.445 0.005
C 2.082 -0.820 -2.368 -0.009
C 2.625 0.252 -1.673 -0.237
C 3.845 0.799 -2.077 0.019
C 4.503 0.263 -3.164 0.034
N 1.888 0.763 -0.567 0.061
C 2.403 1.542 0.295 -0.040
C 1.559 2.058 1.376 -0.215
C 1.974 3.109 2.175 0.046
C 1.064 3.710 3.033 0.026
C -0.250 3.267 3.031 0.007
C -0.589 2.186 2.240 -0.125
N 0.307 1.559 1.469 -0.018
H 3.954 -3.054 -4.926 0.105
H 2.310 -2.197 -3.975 0.123
H 1.138 -1.245 -2.056 0.079
H 4.284 1.654 -1.581 0.117
H 5.436 0.685 -3.513 0.141
H 3.433 1.884 0.253 0.145
H 2.990 3.471 2.092 0.143
H 1.366 4.540 3.658 0.141
H -1.010 3.743 3.634 0.135
H -1.605 1.826 2.209 0.113
```

The HOMO-LUMO gap is 5.28 eV. Its charge is +3. The LUMO energy is -10.8 eV. The calculation puts the energy relative to the best compared isomer or geometry (same formula, charge and spin) at 175.98 kJ/mol.



Electronic energy / eV: -153110.852; -75364.855; -78059.658